DFT (ωB97M-V with the def2-TZVPD basis set) results for a 15-piece molecular cluster, C48H135N9O21 overall.

```
213
C48H135N9O21 ωB97M-V with the def2-TZVPD basis set
C -8.1058 29.1956 0.1303
C -6.7669 29.6534 -0.4665
O -6.7095 31.0541 -0.5625
O -8.4682 29.7435 1.3480
H -8.0867 28.1130 0.2560
H -8.7925 29.3687 -0.6983
H -6.5558 29.2471 -1.4557
H -6.0028 29.3686 0.2569
H -5.7846 31.2586 -0.7189
H -8.2888 30.6848 1.2898
C -13.7321 25.4090 4.8276
C -14.2803 26.8470 5.1188
O -13.9791 27.3438 6.4004
O -14.5858 24.4931 5.4154
H -12.7614 25.2652 5.3022
H -13.6036 25.2800 3.7529
H -15.3668 26.9297 5.1479
H -13.8904 27.5844 4.4171
H -14.3469 28.2285 6.4613
H -14.6725 24.7872 6.3251
C -14.5919 21.2148 -3.9332
C -13.4962 21.9154 -3.1188
O -12.3210 21.8779 -3.8621
O -14.5441 19.8191 -3.9040
H -14.8100 21.5858 -4.9346
H -15.5212 21.5466 -3.4700
H -13.3512 21.4711 -2.1341
H -13.6305 22.9885 -2.9829
H -12.0932 20.9555 -3.9994
H -15.2814 19.4666 -3.4003
C -16.8978 24.9707 -5.2369
C -15.4734 25.4221 -4.8035
O -15.1959 26.7243 -5.2444
O -17.3918 23.8189 -4.5564
H -16.9062 24.7912 -6.3120
H -17.6906 25.7014 -5.0768
H -14.7311 24.7648 -5.2564
H -15.4436 25.3438 -3.7167
H -14.3481 26.9861 -4.8778
H -18.2934 23.6537 -4.8418
C -9.2787 22.1348 -1.7614
C -8.1197 22.8981 -2.2329
O -6.9269 22.2150 -1.9556
O -9.5039 22.0807 -0.3771
H -9.4217 21.1521 -2.2109
H -10.1004 22.7836 -2.0646
H -8.0224 23.8203 -1.6599
H -8.1813 23.0987 -3.3025
H -6.5343 22.5232 -1.1356
H -9.3273 21.1843 -0.0821
C -11.9831 22.3184 3.5814
C -11.0838 22.7232 2.4223
O -11.7641 22.5296 1.2038
O -12.2017 20.9181 3.5776
H -12.9883 22.7323 3.5023
H -11.5351 22.5317 4.5519
H -10.2312 22.0468 2.3604
H -10.8159 23.7727 2.5447
H -11.0446 22.3983 0.5819
H -12.8810 20.7266 2.9269
C -16.6322 27.2563 2.2080
C -17.2361 25.8989 1.7467
C -16.6190 25.1621 0.5174
O -17.3568 24.1026 0.0033
C -16.7494 23.4179 -1.0634
N -17.1481 25.0441 2.9220
H -17.2162 27.5289 3.0871
H -16.7113 28.1111 1.5364
H -15.6093 27.0705 2.5355
H -18.3153 26.0233 1.6570
H -15.6715 24.7639 0.8805
H -16.3969 25.8736 -0.2779
H -16.6489 24.1234 -1.8882
H -17.5326 22.7263 -1.3738
H -15.8237 22.8999 -0.8129
H -16.2853 24.5416 3.0743
H -17.2488 25.6459 3.7269
C -12.9799 30.2423 0.1627
C -13.9822 30.3780 1.3645
C -15.2998 31.1356 0.8708
O -15.1699 32.5092 0.7922
C -15.0578 33.1465 2.0712
N -14.1814 29.0633 1.8208
H -11.9924 29.8433 0.3942
H -12.7832 31.2639 -0.1625
H -13.2946 29.7035 -0.7310
H -13.5468 30.9341 2.1947
H -16.2333 30.7779 1.3052
H -15.4417 30.8374 -0.1679
H -14.9393 34.2241 1.9582
H -14.1987 32.8890 2.6906
H -16.0270 33.0512 2.5607
H -13.2346 28.7247 1.9160
H -14.5291 28.5796 1.0052
C -11.7165 26.8019 -6.1288
C -11.6928 26.3223 -4.6778
C -10.2572 26.5068 -4.1339
O -10.2281 26.4664 -2.7047
C -8.9800 26.7243 -2.1177
N -12.5957 27.1913 -3.9861
H -11.6165 27.8758 -6.2863
H -12.6693 26.5358 -6.5866
H -10.8980 26.3439 -6.6841
H -12.0226 25.2835 -4.6934
H -9.7656 27.4166 -4.4784
H -9.6813 25.6735 -4.5363
H -9.2097 26.8603 -1.0610
H -8.5498 27.6652 -2.4608
H -8.2754 25.8934 -2.1541
H -12.7520 27.0136 -3.0042
H -12.0120 28.0148 -3.9512
C -19.4396 25.9876 -1.9600
C -19.6013 27.5372 -2.0981
C -18.3012 28.2627 -2.5616
O -17.3673 28.2203 -1.5282
C -16.0035 28.2713 -1.9612
N -20.7576 27.7776 -2.9094
H -19.4695 25.4599 -2.9132
H -20.2266 25.4853 -1.3974
H -18.5040 25.8528 -1.4172
H -19.6839 27.9790 -1.1051
H -18.5507 29.2792 -2.8658
H -17.8817 27.7395 -3.4209
H -15.8041 29.0244 -2.7236
H -15.5714 27.3226 -2.2795
H -15.2619 28.5176 -1.2012
H -20.9199 28.7728 -2.9656
H -21.5457 27.3720 -2.4249
C -12.6289 25.0681 -1.2248
C -12.6096 26.2326 -0.2708
C -11.7050 26.0525 0.9398
O -11.7815 27.2137 1.7402
C -10.8626 27.2355 2.8219
N -12.0634 27.2859 -1.0680
H -13.3965 25.1643 -1.9927
H -13.0442 24.2453 -0.6428
H -11.7581 24.7591 -1.8030
H -13.5939 26.5297 0.0913
H -10.6907 25.8900 0.5753
H -12.0831 25.1477 1.4156
H -9.8246 27.2059 2.4907
H -11.0894 26.4021 3.4868
H -11.0106 28.1472 3.4006
H -11.5619 27.8430 -0.3910
H -11.3027 26.9044 -1.6119
C -10.5920 24.6077 7.7766
C -9.4459 25.0181 6.7986
C -8.7957 23.9033 5.8837
O -8.2577 22.8751 6.6622
C -7.6085 21.8617 5.8319
N -9.9069 26.1581 6.0206
H -11.5540 24.4886 7.2780
H -10.7624 25.3599 8.5468
H -10.2864 23.7204 8.3310
H -8.5794 25.3252 7.3841
H -8.0846 24.2950 5.1563
H -9.5824 23.5728 5.2055
H -7.1273 21.1533 6.5063
H -6.8132 22.2099 5.1729
H -8.2290 21.2435 5.1831
H -9.0682 26.4845 5.5621
H -10.0595 26.9010 6.6876
C -8.7758 33.5630 8.2700
C -8.4633 32.0924 8.0903
C -8.7328 31.5419 6.6277
O -10.1502 31.6038 6.4675
C -10.5422 31.3002 5.1062
N -7.0544 31.9839 8.3323
H -8.2065 34.2373 7.6302
H -8.6581 33.8652 9.3107
H -9.8500 33.7259 8.1814
H -9.0461 31.4864 8.7839
H -8.4395 30.4929 6.5858
H -8.1780 32.1433 5.9076
H -9.8001 31.6958 4.4127
H -11.5625 31.6502 4.9495
H -10.5037 30.2163 4.9982
H -6.5704 32.6598 7.7588
H -6.9197 32.3185 9.2757
C -11.3869 30.7189 -2.9455
C -11.3201 30.6676 -4.4637
C -11.2064 32.1275 -5.1135
O -12.4224 32.8292 -4.9401
C -12.3150 34.1039 -5.4889
N -10.1370 29.9236 -4.7964
H -12.3340 31.0961 -2.5597
H -10.5518 31.2641 -2.5059
H -11.2620 29.7452 -2.4719
H -12.1366 30.0623 -4.8577
H -10.9824 32.0057 -6.1733
H -10.3886 32.6474 -4.6146
H -11.8432 34.7971 -4.7925
H -13.3072 34.5442 -5.5879
H -12.0116 34.0420 -6.5340
H -9.8930 29.9569 -5.7760
H -9.3763 30.3885 -4.3216
C -4.8309 25.3951 6.2442
C -5.0161 26.8800 6.2419
C -6.4728 27.4375 6.2669
O -7.2257 27.0223 5.1030
C -7.0981 27.8855 3.9490
N -4.2967 27.3180 7.4384
H -5.2860 24.8117 5.4439
H -5.3450 25.0133 7.1262
H -3.7796 25.1302 6.1314
H -4.5376 27.2647 5.3413
H -6.5158 28.5180 6.4041
H -7.0130 27.0230 7.1180
H -6.0446 27.9487 3.6766
H -7.5416 28.8761 4.0493
H -7.4642 27.3635 3.0649
H -4.2608 28.3258 7.3817
H -3.3307 27.1072 7.2322
```

Highest occupied orbital energy ... -8.2 eV
M ... 1174.65 u
LUMO energy ... -0.06 eV
Energy above the lowest of the compared OMol25 structures with the same formula, charge and spin ... 91.9 kcal/mol